Record 1
The following is a DFT calculation (ωB97M-V/def2-TZVPD) of C4H6N2OS in the gas phase.

Each line ends with the Löwdin charge.
Atoms and positions in Å:
C  1.67  -1.34  0.10  -0.022
C  0.40  -0.53  -0.08  -0.222
N  -0.73  -1.03  -0.31  0.044
C  -1.84  -0.40  -0.48  -0.816
S  -2.77  0.08  0.76  0.660
C  0.44  0.98  0.42  -0.534
N  -0.23  1.90  -0.30  0.146
O  1.11  1.18  1.38  0.105
H  2.52  -0.69  0.03  0.060
H  1.76  -2.20  -0.66  0.115
H  1.67  -1.55  1.26  0.134
H  -2.23  -0.39  -1.57  0.114
H  -0.62  2.57  0.28  0.081
H  -1.14  1.41  -0.83  0.135

The SMILES is C/C(=N/C=S)C(N)=O. For the strongest force on any atom, the calculation gives 0.106 hartree/bohr. The HOMO-LUMO gap is 8.68 eV.

***

Record 2
The following is a DFT calculation (ωB97M-V/def2-TZVPD) of a 2-piece molecular cluster, C4H6N2OS overall.

Each line ends with the Löwdin charge.
Atoms and positions in Å:
C  0.11  -2.12  1.29  -0.015
C  -0.93  -1.29  0.73  -0.097
N  -1.79  -0.83  0.07  -0.601
S  -2.67  -0.04  -0.93  0.557
H  1.02  -1.79  0.84  0.083
H  -0.07  -3.15  1.05  0.091
H  0.26  -1.96  2.26  0.036
C  0.30  1.74  -1.62  -0.132
N  0.52  1.18  -0.36  0.048
C  1.13  1.39  0.66  -0.351
O  1.52  1.30  1.73  0.161
H  0.83  2.63  -1.66  0.055
H  0.57  0.91  -2.29  0.099
H  -0.78  2.03  -1.78  0.065

The SMILES is CC#[N+][S-].CN=C=O. For the strongest force on any atom, the calculation gives 0.113 hartree/bohr. The HOMO-LUMO gap is 8.52 eV.

***

Record 3
The following is a DFT calculation (ωB97M-V/def2-TZVPD) of a 2-piece molecular cluster, C4H6N2OS overall.

Each line ends with the Löwdin charge.
Atoms and positions in Å:
C  0.55  2.23  -0.90  -0.064
C  0.64  0.81  -0.46  -0.365
C  -0.60  0.60  0.00  -0.059
C  -1.07  -1.50  1.14  -0.445
N  -0.66  2.74  -0.62  0.022
N  1.65  -0.05  -0.33  0.091
O  -1.35  1.73  -0.06  -0.100
S  -0.42  -2.86  0.44  0.786
H  1.34  2.88  -1.10  0.079
H  -0.55  -1.05  1.92  0.007
H  -2.12  -1.26  1.11  0.027
H  1.44  -1.02  -0.30  0.037
H  2.59  0.12  -0.55  0.077
H  -1.44  -3.37  -0.29  -0.093

For the strongest force on any atom, the calculation gives 0.081 hartree/bohr. The HOMO-LUMO gap (alpha / beta) is 7.24 / 7.23 eV.

***

Record 4
The following is a DFT calculation (ωB97M-V/def2-TZVPD) of C4H6N2OS in the gas phase.

Each line ends with the Löwdin charge.
Atoms and positions in Å:
N  1.71  2.40  -0.64  0.010
C  1.23  1.18  -0.23  -0.268
C  0.89  0.20  -1.15  -0.056
C  0.20  -1.13  -0.78  -0.460
O  -0.21  -1.83  -1.66  0.072
C  -0.01  -1.66  0.62  -0.185
N  -0.60  -1.01  1.58  -0.289
S  -1.50  0.51  1.14  0.641
H  1.31  3.39  -0.02  0.213
H  1.46  2.80  -1.52  0.056
H  1.19  0.97  0.87  0.102
H  1.15  0.31  -2.18  0.096
H  0.50  -2.53  0.98  0.110
H  -1.66  0.33  -0.34  -0.041

The SMILES is N/C=C/C(=O)/C=N\S. For the strongest force on any atom, the calculation gives 0.124 hartree/bohr. The HOMO-LUMO gap is 8.64 eV.